# C2H6N4

The molecule C2H6N4 (ωB97M-V with the def2-TZVPD basis set, the Open Molecules 2025 dataset).

CARTESIAN COORDINATES (ANGSTROEM)
C 0.32 0.93 0.19
C -0.38 -1.54 -0.20
H 1.18 0.15 1.84
H 2.33 1.26 0.68
H -0.37 2.31 -1.20
H -1.44 0.27 -0.41
H 0.63 -1.81 0.17
H -2.07 -1.78 -0.95
N 1.38 0.52 0.90
N 0.15 2.17 -0.26
N -0.42 -0.16 -0.25
N -1.30 -2.32 -0.50

Computed properties:
- total charge = 0
- E_LUMO (eV) = 0.64
- SMILES = [H]/N=C\N/C(N)=N\[H]
- electronic energy (a.u.) = -298.7630
- highest occupied orbital energy (eV) = -9.257
- multiplicity = 1
- molecular weight (u) = 86.10
- energy relative to the best compared isomer or geometry (same formula, charge and spin) (kcal per mole) = 53.9



# C34H31N5Rh

A structure of composition C34H31N5Rh (ωB97M-V with the def2-TZVPD basis set, the Open Molecules 2025 dataset).

CARTESIAN COORDINATES (ANGSTROEM)
Rh -0.99 -1.39 0.27
C 2.48 2.11 -3.72
C 2.60 2.99 -2.51
C 2.84 4.36 -2.65
C 2.98 5.19 -1.56
C 2.86 4.67 -0.28
C 2.61 3.33 -0.11
C 2.49 2.49 -1.21
N 2.26 1.10 -0.97
C 0.99 0.63 -0.79
N -0.02 1.31 -1.38
C -1.32 0.84 -1.61
C -1.69 -0.50 -1.37
C -2.95 -0.95 -1.76
C -3.87 -0.07 -2.30
C -3.54 1.26 -2.45
C -2.27 1.74 -2.13
C -1.94 3.20 -2.32
N 0.74 -0.39 -0.03
C 1.68 -1.32 0.45
C 1.84 -1.44 1.84
C 2.77 -2.32 2.36
C 3.56 -3.07 1.50
C 3.38 -2.97 0.13
C 2.44 -2.12 -0.42
C 2.23 -2.08 -1.90
H 3.25 2.37 -4.44
H 1.51 2.25 -4.20
H 2.59 1.06 -3.45
H 2.93 4.76 -3.65
H 3.20 6.23 -1.70
H 2.98 5.31 0.58
H 2.51 2.91 0.89
H 2.95 0.66 -0.37
H 0.23 2.19 -1.82
H -3.20 -2.00 -1.66
H -4.85 -0.43 -2.58
H -4.28 1.95 -2.84
H -2.87 3.77 -2.41
H -1.37 3.36 -3.23
H -1.39 3.58 -1.47
H 1.25 -0.81 2.50
H 2.89 -2.41 3.43
H 4.30 -3.75 1.90
H 3.99 -3.56 -0.54
H 2.58 -3.00 -2.35
H 2.80 -1.26 -2.34
H 1.18 -1.95 -2.15
C -1.73 2.34 4.40
C -2.03 1.16 5.07
C -2.01 -0.04 4.41
C -1.66 -0.10 3.05
C -1.38 1.11 2.37
C -1.41 2.31 3.05
N -1.58 -1.26 2.36
N -1.91 -2.41 2.85
C -2.07 -3.42 1.97
C -2.50 -4.69 2.39
C -2.61 -5.72 1.48
C -2.31 -5.51 0.13
C -1.92 -4.25 -0.31
C -1.81 -3.21 0.58
H -1.75 3.29 4.92
H -2.29 1.19 6.12
H -2.22 -0.97 4.91
H -1.18 1.07 1.30
H -1.20 3.23 2.52
H -2.75 -4.83 3.43
H -2.92 -6.70 1.80
H -2.38 -6.33 -0.57
H -1.71 -4.10 -1.37

Computed properties:
- total charge = +1
- E_LUMO (spin up / spin down) (eV) = -4.64 / -4.44
- electronic energy (a.u.) = -1698.2707
- highest occupied orbital energy (spin up / spin down) (eV) = -10.852 / -10.881
- multiplicity = 1
- molecular weight (u) = 612.56



# H8O4

A cluster of 4 separate species, H8O4 in total (ωB97M-V with the def2-TZVPD basis set, the Open Molecules 2025 dataset).

CARTESIAN COORDINATES (ANGSTROEM)
O -0.05 0.13 -0.48
H -0.93 0.32 -0.80
H -0.14 0.07 0.47
O 1.42 -0.91 3.55
H 1.78 -0.22 4.11
H 2.18 -1.43 3.30
O 3.08 -2.32 -2.15
H 3.70 -2.32 -1.42
H 2.26 -2.00 -1.77
O -4.11 2.84 -1.40
H -4.21 3.37 -2.18
H -4.98 2.48 -1.23

Computed properties:
- total charge = 0
- E_LUMO (eV) = 0.63
- SMILES = O.O.O.O
- electronic energy (a.u.) = -305.7392
- highest occupied orbital energy (eV) = -11.284
- multiplicity = 1
- molecular weight (u) = 72.06
- energy relative to the best compared isomer or geometry (same formula, charge and spin) (kcal per mole) = 25.1



# C4H24BO20

A cluster of 13 separate species, C4H24BO20 in total (ωB97M-V with the def2-TZVPD basis set, the Open Molecules 2025 dataset).

CARTESIAN COORDINATES (ANGSTROEM)
O -0.12 0.96 2.29
C -0.38 0.69 1.11
O -0.28 1.49 0.13
B -1.03 0.86 -1.03
O -1.26 -0.55 -0.61
C -0.93 -0.65 0.69
O -1.02 -1.72 1.34
O -0.26 0.81 -2.34
C -0.90 1.59 -3.26
O -0.44 1.74 -4.43
C -2.16 2.16 -2.68
O -2.23 1.69 -1.43
O -2.92 3.04 -3.13
O -1.46 -5.17 -4.64
H -0.61 -5.20 -5.06
H -1.31 -4.69 -3.82
O -2.45 -7.07 0.65
H -3.15 -7.63 0.32
H -2.90 -6.29 0.97
O -4.27 7.41 -8.72
H -4.57 6.68 -8.17
H -3.73 7.93 -8.14
O 0.10 7.32 0.79
H -0.50 6.87 1.38
H 0.79 6.68 0.61
O -5.25 -4.95 3.93
H -4.45 -4.47 4.15
H -5.48 -5.42 4.73
O 4.39 2.16 7.33
H 3.57 2.56 7.04
H 4.58 1.50 6.66
O 0.82 -2.50 7.85
H 0.09 -2.09 8.31
H 0.44 -2.76 7.00
O -2.45 8.86 -4.37
H -2.61 7.93 -4.27
H -1.83 9.08 -3.68
O 4.43 -2.62 0.32
H 4.99 -2.07 0.87
H 4.00 -3.21 0.94
O 6.11 0.15 -5.05
H 6.70 -0.56 -4.82
H 5.24 -0.17 -4.81
O 6.20 2.77 0.07
H 5.47 2.69 0.68
H 6.43 1.87 -0.15
O -0.95 -9.11 5.13
H -1.30 -9.98 4.95
H -1.17 -8.60 4.35

Computed properties:
- total charge = -1
- E_LUMO (eV) = 1.75
- electronic energy (a.u.) = -1696.7438
- highest occupied orbital energy (eV) = -7.684
- multiplicity = 1
- molecular weight (u) = 403.03
- energy relative to the best compared isomer or geometry (same formula, charge and spin) (kcal per mole) = 77.9



# C4H14NO3

A cluster of 3 separate species, C4H14NO3 in total (ωB97M-V with the def2-TZVPD basis set, the Open Molecules 2025 dataset).

CARTESIAN COORDINATES (ANGSTROEM)
O -2.51 -0.37 -0.28
C -2.20 0.35 0.62
C -0.75 0.55 1.05
N 0.13 0.14 -0.08
C 1.58 0.37 0.06
C -0.50 -0.26 2.31
H -2.95 0.81 1.29
H -0.60 1.63 1.12
H -0.03 -0.84 -0.32
H -0.08 0.59 -0.98
H 1.86 1.40 -0.05
H 2.10 -0.21 -0.70
H 1.99 -0.06 0.97
H 0.30 -0.99 2.20
H -1.40 -0.84 2.55
H -0.31 0.33 3.20
H 0.76 2.14 -3.03
H 2.01 2.13 -2.24
O 1.31 1.52 -2.52
H -0.12 -2.51 -2.43
H -0.49 -3.37 -1.28
O -0.11 -2.50 -1.46

Computed properties:
- total charge = +1
- E_LUMO (eV) = -2.84
- electronic energy (a.u.) = -441.0326
- highest occupied orbital energy (eV) = -14.196
- multiplicity = 1
- molecular weight (u) = 124.16
- energy relative to the best compared isomer or geometry (same formula, charge and spin) (kcal per mole) = 16.2



# C28H48BF4O12P

A cluster of 4 separate species, C28H48BF4O12P in total (ωB97M-V with the def2-TZVPD basis set, the Open Molecules 2025 dataset).

CARTESIAN COORDINATES (ANGSTROEM)
C -0.53 4.05 1.34
C -0.47 3.63 -0.14
O -1.32 2.48 -0.32
P -0.79 1.47 -1.45
O -0.17 2.21 -2.54
C 0.44 0.41 -0.61
C 1.59 0.00 -1.56
C 2.91 0.68 -1.19
B 3.64 0.08 0.09
C 3.19 -1.31 0.67
C 3.68 -2.39 -0.31
C 2.98 -3.78 -0.22
C 1.74 -3.81 0.66
C 2.67 -4.23 -1.67
C 1.84 -5.50 -1.79
C 1.27 -5.58 -3.20
C 0.70 -6.65 -3.72
C -0.45 -6.47 -4.70
C 1.14 -8.04 -3.36
C 4.87 0.93 0.72
C 5.66 1.59 -0.40
F 4.42 1.93 1.58
O -2.10 0.65 -1.89
C -1.80 -0.58 -2.58
C -1.34 -0.35 -4.02
H 0.46 3.98 1.79
H -1.21 3.43 1.92
H -0.84 5.08 1.42
H -0.87 4.44 -0.74
H 0.56 3.43 -0.38
H -0.10 -0.48 -0.28
H 0.84 0.95 0.24
H 1.33 0.24 -2.58
H 1.65 -1.08 -1.50
H 2.73 1.74 -1.03
H 3.59 0.53 -2.03
H 2.10 -1.26 0.76
H 3.62 -1.40 1.67
H 3.65 -2.01 -1.33
H 4.74 -2.55 -0.09
H 3.70 -4.50 0.17
H 1.44 -4.84 0.83
H 0.91 -3.36 0.13
H 1.87 -3.33 1.63
H 2.19 -3.37 -2.14
H 3.64 -4.38 -2.16
H 0.98 -5.51 -1.13
H 2.50 -6.35 -1.65
H 1.33 -4.68 -3.80
H -0.77 -7.46 -5.02
H -0.20 -5.87 -5.57
H -1.26 -6.01 -4.15
H 2.19 -8.14 -3.59
H 1.01 -8.27 -2.31
H 0.56 -8.79 -3.90
H 5.58 0.26 1.21
H 5.08 2.40 -0.86
H 5.88 0.88 -1.19
H 6.57 2.05 -0.04
H -1.09 -1.21 -2.03
H -2.74 -1.13 -2.63
H -1.85 0.54 -4.38
H -0.27 -0.16 -4.04
H -1.58 -1.23 -4.60
C 0.69 9.49 2.90
C 1.48 8.43 2.17
O 0.87 7.23 2.63
C -0.43 7.54 2.94
O -1.28 6.74 3.10
O -0.59 8.88 3.02
F 2.78 8.43 2.52
H 1.10 9.69 3.89
H 0.63 10.43 2.35
H 1.40 8.47 1.08
C -3.67 -0.48 0.62
C -4.20 -0.88 1.97
O -3.66 -2.18 2.15
C -2.49 -2.21 1.45
O -1.65 -3.04 1.57
O -2.41 -1.17 0.58
F -5.55 -0.96 1.97
H -4.30 -0.82 -0.20
H -3.53 0.60 0.53
H -3.88 -0.24 2.79
C -7.08 2.76 4.64
C -6.24 1.62 5.15
O -5.53 1.22 3.98
C -5.41 2.33 3.19
O -4.66 2.41 2.28
O -6.25 3.31 3.60
F -7.00 0.59 5.58
H -8.02 2.41 4.21
H -7.29 3.51 5.40
H -5.52 1.89 5.92

Computed properties:
- total charge = 0
- E_LUMO (eV) = 0.56
- SMILES = CCOP(=O)(CCCB(CC[C@@H](C)CCC=C(C)C)[C@@H](C)F)OCC.O=C1OC[C@@H](F)O1.O=C1OC[C@@H](F)O1.O=C1OC[C@@H](F)O1
- electronic energy (a.u.) = -2764.3127
- highest occupied orbital energy (eV) = -8.186
- multiplicity = 1
- molecular weight (u) = 694.46



# C14H26BaNP

A structure of composition C14H26BaNP (ωB97M-V with the def2-TZVPD basis set, the Open Molecules 2025 dataset).

CARTESIAN COORDINATES (ANGSTROEM)
C 3.23 0.59 -4.18
C 3.90 0.66 -2.95
C 3.17 0.96 -1.76
C 1.81 1.09 -1.88
C 1.12 1.00 -3.05
C 1.85 0.77 -4.24
C 3.78 1.01 -0.38
C 2.66 0.94 0.73
N 1.98 2.19 1.28
Ba -0.03 1.03 1.51
C -0.39 1.12 -3.07
P -1.08 1.18 -1.38
H 4.98 0.47 -2.92
H 1.30 0.75 -5.19
H 3.77 0.37 -5.11
H -0.84 0.24 -3.57
H -0.70 2.03 -3.61
H 4.38 0.09 -0.23
H 4.48 1.85 -0.23
H 1.88 0.40 0.12
C -2.89 1.18 -1.67
C -0.85 2.97 -1.04
H 2.95 0.32 1.60
C 2.47 3.46 0.68
C 2.00 2.35 2.78
H -2.36 -1.06 2.09
H 2.66 4.20 1.46
H 3.38 3.38 0.09
H 1.68 3.89 0.07
H 2.57 3.24 3.07
H 0.98 2.59 3.15
H 2.39 1.48 3.32
H -1.36 3.53 -1.84
H -1.32 3.27 -0.08
H 0.21 3.25 -1.04
H -3.19 1.89 -2.46
H -3.22 0.17 -1.94
H -3.40 1.46 -0.73
H -2.33 -0.34 2.66
C 1.15 -1.63 0.15
H 1.97 -1.99 0.79
H 1.55 -1.40 -0.85
H 0.33 -2.36 0.07

Computed properties:
- total charge = 0
- E_LUMO (eV) = -0.90
- electronic energy (a.u.) = -970.3507
- highest occupied orbital energy (eV) = -5.399
- multiplicity = 1
- molecular weight (u) = 376.67
- energy relative to the best compared isomer or geometry (same formula, charge and spin) (kcal per mole) = 25.4



# C2H3N5O

A cluster of 2 separate species, C2H3N5O in total (ωB97M-V with the def2-TZVPD basis set, the Open Molecules 2025 dataset).

CARTESIAN COORDINATES (ANGSTROEM)
C -1.27 -0.13 -0.05
C 1.34 0.10 0.07
H -2.88 0.79 0.61
H 3.05 -0.99 0.13
H 1.28 2.09 0.18
N -0.53 -1.26 -0.10
N 0.78 -1.15 0.31
N 2.69 0.00 -0.27
N 0.57 1.22 0.06
N -0.86 1.21 0.01
O -2.55 -0.24 -0.14

Computed properties:
- total charge = 0
- E_LUMO (eV) = -2.07
- electronic energy (a.u.) = -426.8068
- highest occupied orbital energy (eV) = -8.523
- multiplicity = 1
- molecular weight (u) = 113.08
- energy relative to the best compared isomer or geometry (same formula, charge and spin) (kcal per mole) = 157.4



# C20H42N2O3PS

The ion C20H42N2O3PS with charge +1 (ωB97M-V with the def2-TZVPD basis set, the Open Molecules 2025 dataset).

CARTESIAN COORDINATES (ANGSTROEM)
C 5.52 -2.28 0.68
C 4.99 -1.67 -0.60
C 3.43 -1.99 -0.98
C 2.37 -0.78 -0.67
C 0.93 -1.50 -1.09
C 0.37 -2.55 0.05
C -1.16 -2.98 -0.39
C -2.17 -2.00 0.50
C -3.74 -2.41 0.29
C -4.59 -0.99 0.23
C -5.50 -0.78 1.58
C -5.82 0.85 1.79
C -7.04 1.38 0.79
O -6.53 1.45 -0.61
C -7.45 2.21 -1.47
N 2.42 -0.09 0.71
C 3.23 1.22 0.76
O 4.44 0.78 1.48
C 2.49 2.30 1.79
C 2.41 1.77 3.34
O 3.62 1.99 4.14
C 3.30 1.65 -0.82
C 4.74 1.99 -1.53
S 2.34 3.27 -1.16
C 2.40 0.57 -1.65
P 2.76 0.18 -3.48
N 3.12 1.46 -4.40
H 6.33 -3.12 0.73
H 5.04 -1.94 1.71
H 5.74 -1.01 -1.21
H 3.12 -2.94 -0.33
H 3.40 -2.36 -2.11
H 0.08 -0.72 -1.31
H 1.13 -2.13 -2.07
H 1.04 -3.54 0.05
H 0.41 -2.11 1.13
H -1.31 -2.69 -1.52
H -1.39 -4.14 -0.19
H -1.84 -2.12 1.64
H -1.90 -0.90 0.16
H -3.92 -2.98 -0.74
H -4.05 -3.08 1.23
H -3.90 -0.04 0.09
H -5.28 -1.06 -0.72
H -6.55 -1.30 1.47
H -4.94 -1.23 2.52
H -6.14 1.00 2.91
H -4.86 1.52 1.61
H -7.99 0.65 0.85
H -7.32 2.46 1.14
H -6.85 2.67 -2.40
H -7.92 3.10 -0.86
H -8.25 1.46 -1.89
H 1.42 0.25 0.78
H 2.48 -0.70 1.56
H 5.23 0.68 0.88
H 1.37 2.53 1.46
H 3.11 3.32 1.74
H 1.55 2.42 3.87
H 2.00 0.65 3.38
H 3.96 2.94 4.05
H 5.48 2.38 -0.70
H 4.63 2.86 -2.31
H 5.16 1.03 -2.05
H 1.00 3.01 -0.79
H 1.32 1.03 -1.66
H 1.57 -0.43 -4.04
H 3.85 -0.80 -3.57
H 3.11 2.30 -3.77

Computed properties:
- total charge = +1
- E_LUMO (eV) = -3.60
- SMILES = C=CC[C@@]1(CCCCCCCCCOC)[NH2+][C@](O)(CCO)[C@](C)(S)[C@H]1[PH2]=N
- electronic energy (a.u.) = -1861.2523
- highest occupied orbital energy (eV) = -11.246
- multiplicity = 1
- molecular weight (u) = 421.61



# C2H3NO3

The molecule C2H3NO3 (ωB97M-V with the def2-TZVPD basis set, the Open Molecules 2025 dataset).

CARTESIAN COORDINATES (ANGSTROEM)
C 0.36 -0.24 -0.59
C -1.01 -0.37 0.54
N -2.22 -0.20 -0.16
O -3.08 0.19 0.59
O -2.20 -0.51 -1.31
O -0.13 -1.40 0.00
H -0.06 -0.03 -1.58
H 1.18 0.36 -0.22
H -0.86 0.20 1.54

Computed properties:
- total charge = 0
- E_LUMO (eV) = -0.26
- SMILES = O=[N+]([O-])[C@@H]1CO1
- electronic energy (a.u.) = -358.2779
- highest occupied orbital energy (eV) = -10.413
- multiplicity = 1
- molecular weight (u) = 89.05
- energy relative to the best compared isomer or geometry (same formula, charge and spin) (kcal per mole) = 158.0



# CAg4O3

A structure of composition CAg4O3 (ωB97M-V with the def2-TZVPD basis set, the Open Molecules 2025 dataset).

CARTESIAN COORDINATES (ANGSTROEM)
Ag 11.17 9.59 9.43
Ag 8.63 5.61 13.21
Ag 3.32 13.13 7.71
Ag 2.85 6.92 10.95
C 6.56 10.63 11.21
O 6.99 11.65 10.60
O 5.34 10.61 11.47
O 7.38 9.98 11.76

Computed properties:
- total charge = +2
- E_LUMO (eV) = -8.28
- electronic energy (a.u.) = -850.6884
- highest occupied orbital energy (eV) = -10.426
- multiplicity = 1
- molecular weight (u) = 491.48
- energy relative to the best compared isomer or geometry (same formula, charge and spin) (kcal per mole) = 189.1



# C7H12

The molecule C7H12 (ωB97M-V with the def2-TZVPD basis set, the Open Molecules 2025 dataset).

CARTESIAN COORDINATES (ANGSTROEM)
C -2.08 -0.78 -0.05
C -1.34 0.56 0.11
C -0.15 0.48 1.10
C 1.18 0.33 0.24
C 2.19 -0.88 0.21
C 0.66 0.65 -1.14
C -0.64 0.92 -1.18
H -1.34 -1.59 -0.13
H -2.73 -0.99 0.81
H -2.70 -0.81 -0.95
H -2.07 1.32 0.40
H -0.10 1.45 1.61
H -0.30 -0.28 1.88
H 1.80 1.17 0.57
H 2.25 -1.34 -0.79
H 2.01 -1.68 0.93
H 3.21 -0.50 0.41
H 1.31 0.65 -2.01
H -1.16 1.32 -2.04

Computed properties:
- total charge = 0
- E_LUMO (eV) = 1.14
- SMILES = C[C@@H]1C=C[C@H](C)C1
- electronic energy (a.u.) = -273.8859
- highest occupied orbital energy (eV) = -8.994
- multiplicity = 1
- molecular weight (u) = 96.17
- energy relative to the best compared isomer or geometry (same formula, charge and spin) (kcal per mole) = 14.2



- Which of these has the highest total charge?
  CAg4O3